DFT (the ωB97M-V functional and the def2-TZVPD basis) results for a molecular structure, C23H20MnN3O.

```
! RIJCOSX wB97M-V def2-TZVPD def2/J DEFGRID3
* xyz 2 5
Mn 0.4565 0.5250 -0.1208
C 1.0479 2.2058 -3.9817
C -0.2153 2.7080 -4.2686
C -1.2709 2.5040 -3.3922
C -1.0561 1.8106 -2.2028
C 0.2440 1.3156 -1.8912
C 1.2785 1.5058 -2.8015
C -2.0464 1.5178 -1.1753
C -3.4176 1.8238 -1.1829
C -4.2023 1.4858 -0.1092
C -3.6397 0.8054 0.9930
C -4.3601 0.3985 2.1348
C -3.7362 -0.2754 3.1536
C -2.3711 -0.5928 3.0763
C -1.6429 -0.2146 1.9796
C -2.2527 0.5021 0.9304
N -1.4897 0.8734 -0.1325
H 1.8607 2.3585 -4.6750
H -0.3755 3.2598 -5.1847
H -2.2515 2.8859 -3.6341
H 2.2763 1.1181 -2.6094
H -3.8460 2.3315 -2.0282
H -5.2533 1.7331 -0.0960
H -5.4144 0.6227 2.1901
H -4.2967 -0.5826 4.0227
H -1.9070 -1.1468 3.8783
H -0.5816 -0.4788 1.8832
C 2.4044 0.7810 3.4267
C 2.5300 0.4794 1.9693
O 1.8345 1.0805 1.1241
N 3.3949 -0.4622 1.5911
C 3.5785 -0.8503 0.1990
C 2.5816 -1.9169 -0.2141
C 2.9661 -3.2474 -0.3170
C 2.0260 -4.2025 -0.6734
C 0.7209 -3.7933 -0.9126
C 0.4120 -2.4516 -0.7851
N 1.3182 -1.5215 -0.4464
H 2.2736 1.8540 3.5606
H 3.2722 0.4466 3.9843
H 1.5235 0.2916 3.8435
H 3.9307 -0.9549 2.2926
H 4.5984 -1.2155 0.0759
H 3.4352 0.0407 -0.4287
H 3.9922 -3.5300 -0.1256
H 2.3066 -5.2412 -0.7599
H -0.0396 -4.5022 -1.1952
H -0.5968 -2.0845 -0.9651
*
```

## Properties
electronic energy	-2278.49514	hartree
highest occupied orbital energy (spin up / spin down)	-0.5327 / -0.5356	Ha
⟨S²⟩	6.246
frontier orbital gap (spin up / spin down)	6.76 / 7.63	eV

The computed Mulliken charges, all in e, follow: atom 1 (Mn): 0.181, atom 2 (C): -0.865, atom 3 (C): -0.783, atom 4 (C): -0.563, atom 5 (C): 0.147, atom 6 (C): 0.928, atom 7 (C): -0.246, atom 8 (C): 1.517, atom 9 (C): -0.700, atom 10 (C): -0.838, atom 11 (C): 0.981, atom 12 (C): -0.904, atom 13 (C): -0.715, atom 14 (C): -0.744, atom 15 (C): -0.608, atom 16 (C): 1.062, atom 17 (N): -0.381, atom 18 (H): 0.448, atom 19 (H): 0.420, atom 20 (H): 0.457, atom 21 (H): 0.353, atom 22 (H): 0.469, atom 23 (H): 0.492, atom 24 (H): 0.455, atom 25 (H): 0.420, atom 26 (H): 0.462, atom 27 (H): 0.209, atom 28 (C): -1.187, atom 29 (C): 0.861, atom 30 (O): -0.845, atom 31 (N): -0.041, atom 32 (C): -1.184, atom 33 (C): 0.926, atom 34 (C): -0.854, atom 35 (C): -0.329, atom 36 (C): -0.839, atom 37 (C): -0.183, atom 38 (N): 0.249, atom 39 (H): 0.373, atom 40 (H): 0.415, atom 41 (H): 0.269, atom 42 (H): 0.255, atom 43 (H): 0.570, atom 44 (H): 0.142, atom 45 (H): 0.448, atom 46 (H): 0.445, atom 47 (H): 0.440, atom 48 (H): 0.417

DFT (the ωB97M-V functional and the def2-TZVPD basis) results for a single C23H20N2O molecule.

```
! RIJCOSX wB97M-V def2-TZVPD def2/J DEFGRID3
* xyz 0 1
C -0.7892 -3.5538 -0.8859
C -1.6961 -2.8206 -1.6634
C -1.8657 -1.4558 -1.4339
C -1.1579 -0.8199 -0.3952
C -1.4177 0.5906 -0.0697
C -2.6571 1.3178 -0.4795
O -2.6034 2.4880 -0.8469
C -3.9667 0.5812 -0.3893
C -4.1585 -0.4172 0.5709
C -5.3870 -1.0733 0.6748
C -6.4284 -0.7282 -0.1941
C -6.2455 0.2808 -1.1504
C -5.0276 0.9522 -1.2285
C -0.5093 1.3422 0.5365
N 0.5861 1.8296 0.7625
C -0.1820 -1.5464 0.3199
C -0.0125 -2.9119 0.0874
H -0.6809 -4.6295 -1.0434
H -2.2764 -3.3087 -2.4489
H -2.5418 -0.8611 -2.0526
H -3.3220 -0.6794 1.2198
H -5.5193 -1.8480 1.4324
H -7.3847 -1.2481 -0.1311
H -7.0528 0.5576 -1.8314
H -4.8695 1.7583 -1.9472
H 0.4037 -1.0217 1.0823
H 0.7279 -3.4608 0.6737
C 3.0810 3.3037 0.0546
N 2.9227 1.8612 0.0920
C 3.9129 1.0363 0.5463
C 3.8091 -0.3801 0.4584
C 4.8183 -1.1826 0.9850
C 5.9458 -0.6090 1.5868
C 6.0655 0.7869 1.6618
C 5.0655 1.6044 1.1520
C 1.6272 1.4053 -0.3199
H 4.0587 3.5687 -0.3681
H 2.2973 3.7190 -0.5864
H 2.9928 3.7371 1.0616
H 2.9454 -0.8483 -0.0211
H 4.7237 -2.2683 0.9245
H 6.7299 -1.2473 1.9995
H 6.9378 1.2490 2.1243
H 5.1459 2.6913 1.2268
H 1.5976 0.3187 -0.5000
H 1.3572 1.9400 -1.2472
*
```

## Properties
electronic energy	-1073.12127	hartree
highest occupied orbital energy	-0.2835	Ha
SMILES string	CN(CN=C=C(C(=O)c1ccccc1)c1ccccc1)c1ccccc1
frontier orbital gap	7.62	eV

The computed Mulliken charges, all in e, follow: atom 1 (C): -0.449, atom 2 (C): -0.660, atom 3 (C): -0.161, atom 4 (C): 0.684, atom 5 (C): 0.734, atom 6 (C): -0.296, atom 7 (O): -0.629, atom 8 (C): 0.189, atom 9 (C): -0.007, atom 10 (C): -0.744, atom 11 (C): -0.330, atom 12 (C): -0.523, atom 13 (C): -0.399, atom 14 (C): 0.104, atom 15 (N): -0.558, atom 16 (C): -0.545, atom 17 (C): -0.747, atom 18 (H): 0.378, atom 19 (H): 0.388, atom 20 (H): 0.455, atom 21 (H): 0.395, atom 22 (H): 0.373, atom 23 (H): 0.375, atom 24 (H): 0.366, atom 25 (H): 0.399, atom 26 (H): 0.646, atom 27 (H): 0.388, atom 28 (C): -1.291, atom 29 (N): 0.208, atom 30 (C): 1.423, atom 31 (C): -0.514, atom 32 (C): -0.788, atom 33 (C): -0.496, atom 34 (C): -0.642, atom 35 (C): -0.486, atom 36 (C): -0.589, atom 37 (H): 0.481, atom 38 (H): 0.341, atom 39 (H): 0.353, atom 40 (H): 0.252, atom 41 (H): 0.351, atom 42 (H): 0.354, atom 43 (H): 0.351, atom 44 (H): 0.351, atom 45 (H): 0.182, atom 46 (H): 0.333

DFT (the ωB97M-V functional and the def2-TZVPD basis) results for a single C23H20N4O molecule.

```
! RIJCOSX wB97M-V def2-TZVPD def2/J DEFGRID3
* xyz 0 1
C -1.9623 1.5816 -2.9069
C -0.7023 1.2192 -3.6242
C -0.7010 1.0618 -5.0056
C 0.4330 0.6713 -5.6923
C 1.6026 0.4113 -4.9981
C 1.6296 0.5726 -3.6272
C 0.4955 0.9959 -2.9413
N 0.6049 1.1385 -1.5406
C 0.2493 2.2056 -0.8070
O -0.2535 3.2286 -1.2163
C 0.5995 2.0711 0.6946
N 0.5114 0.7392 1.2153
C -0.2908 0.2231 2.1799
N -0.1087 -1.0797 2.2492
C 0.8293 -1.3459 1.3130
N 1.2245 -0.2593 0.6672
C 1.3388 -2.6759 1.0461
C 0.8772 -3.7535 1.7988
C 1.3560 -5.0251 1.5494
C 2.2948 -5.2323 0.5512
C 2.7564 -4.1626 -0.1996
C 2.2830 -2.8879 0.0436
H 2.6377 -2.0472 -0.5329
H 3.4884 -4.3252 -0.9772
H 2.6678 -6.2276 0.3581
H 0.9977 -5.8595 2.1344
H 0.1471 -3.5704 2.5717
C -1.2074 0.9779 3.0216
C -2.4826 0.4667 3.2491
C -3.3722 1.1540 4.0525
C -2.9960 2.3497 4.6428
C -1.7205 2.8492 4.4398
C -0.8252 2.1685 3.6348
H 0.1801 2.5457 3.5132
H -1.4182 3.7710 4.9141
H -3.6922 2.8870 5.2690
H -4.3616 0.7558 4.2207
H -2.7597 -0.4686 2.7879
H 1.6236 2.4453 0.8153
H -0.0828 2.7198 1.2457
H 1.1329 0.4136 -1.0487
H 2.5368 0.3799 -3.0723
H 2.4900 0.0893 -5.5217
H 0.4019 0.5570 -6.7654
H -1.6178 1.2401 -5.5489
H -1.9096 2.6100 -2.5500
H -2.8206 1.4800 -3.5660
H -2.1047 0.9404 -2.0370
*
```

## Properties
electronic energy	-1182.76840	hartree
highest occupied orbital energy	-0.3194	Ha
SMILES string	Cc1ccccc1NC(=O)Cn1nc(-c2ccccc2)nc1-c1ccccc1
frontier orbital gap	9.21	eV

The computed Mulliken charges, all in e, follow: atom 1 (C): -1.487, atom 2 (C): 0.798, atom 3 (C): -0.679, atom 4 (C): -0.619, atom 5 (C): -0.588, atom 6 (C): -0.557, atom 7 (C): 0.394, atom 8 (N): 0.140, atom 9 (C): 0.586, atom 10 (O): -0.650, atom 11 (C): -0.599, atom 12 (N): 0.615, atom 13 (C): 0.533, atom 14 (N): -0.585, atom 15 (C): 0.173, atom 16 (N): -1.073, atom 17 (C): 0.613, atom 18 (C): -0.336, atom 19 (C): -0.621, atom 20 (C): -0.359, atom 21 (C): -0.649, atom 22 (C): -0.433, atom 23 (H): 0.459, atom 24 (H): 0.393, atom 25 (H): 0.385, atom 26 (H): 0.383, atom 27 (H): 0.467, atom 28 (C): 0.208, atom 29 (C): -0.456, atom 30 (C): -0.620, atom 31 (C): -0.387, atom 32 (C): -0.684, atom 33 (C): -0.340, atom 34 (H): 0.528, atom 35 (H): 0.387, atom 36 (H): 0.386, atom 37 (H): 0.396, atom 38 (H): 0.449, atom 39 (H): 0.150, atom 40 (H): 0.390, atom 41 (H): 0.294, atom 42 (H): 0.453, atom 43 (H): 0.379, atom 44 (H): 0.376, atom 45 (H): 0.354, atom 46 (H): 0.289, atom 47 (H): 0.443, atom 48 (H): 0.300

DFT (the ωB97M-V functional and the def2-TZVPD basis) results for a molecular structure, C23H20N4O4S3.

```
! RIJCOSX wB97M-V def2-TZVPD def2/J DEFGRID3
* xyz 0 1
C 5.0793 3.4467 -1.9699
H 5.0857 3.7036 -0.9059
O 3.9228 2.7238 -2.3202
C 3.6899 1.5295 -1.7129
C 2.5193 0.8797 -2.0746
C 2.1633 -0.3329 -1.4877
C 3.0150 -0.9089 -0.5245
C 4.2020 -0.2647 -0.1858
C 4.5354 0.9406 -0.7661
H 5.4530 1.4224 -0.4704
H 4.8573 -0.7059 0.5507
N 2.6327 -2.0817 0.0761
C 1.4088 -2.6978 -0.0715
O 1.1425 -3.6895 0.5839
C 0.5281 -2.0760 -1.0588
C 0.9228 -0.9896 -1.7581
H 0.2628 -0.5636 -2.5000
C -0.8596 -2.6362 -1.1954
N -1.8254 -1.8841 -0.4100
S -2.2106 -0.3881 -0.9862
O -2.0903 -0.4910 -2.4157
O -3.4888 0.0033 -0.4683
C -1.0398 0.9181 -0.4965
C -1.1657 2.1339 -1.1310
C -0.2487 3.1801 -0.8522
C 0.7658 3.0552 0.0512
C 0.8792 1.8416 0.7449
N 1.7599 1.5243 1.6931
S 1.4617 0.0317 2.1939
N 0.2227 -0.3033 1.2294
C -0.0357 0.7595 0.4662
H 1.4610 3.8539 0.2521
H -0.3696 4.1099 -1.3878
C -2.2571 2.3808 -2.1162
H -3.2058 2.0370 -1.7093
H -2.0802 1.8016 -3.0213
H -2.3232 3.4358 -2.3697
C -1.9594 -2.2837 0.9870
C -2.9656 -1.4759 1.7237
C -4.2803 -1.7601 1.9213
C -4.9577 -0.7753 2.6739
C -4.1444 0.2424 3.0459
S -2.5364 0.0208 2.4788
H -4.3843 1.1172 3.6168
H -6.0025 -0.8276 2.9223
H -4.7537 -2.6435 1.5322
H -0.9862 -2.2199 1.4873
H -2.2830 -3.3319 0.9843
H -1.1907 -2.5773 -2.2331
H -0.8752 -3.6717 -0.8490
H 3.2589 -2.5039 0.7518
H 1.8687 1.3371 -2.8025
H 5.9911 2.8944 -2.2185
H 5.0427 4.3605 -2.5606
*
```

## Properties
electronic energy	-2603.00099	hartree
highest occupied orbital energy	-0.3004	Ha
frontier orbital gap	7.16	eV

The computed Mulliken charges, all in e, follow: atom 1 (C): -0.953, atom 2 (H): 0.365, atom 3 (O): -0.454, atom 4 (C): 0.406, atom 5 (C): -0.194, atom 6 (C): 1.385, atom 7 (C): -0.832, atom 8 (C): -1.157, atom 9 (C): -0.567, atom 10 (H): 0.443, atom 11 (H): 0.399, atom 12 (N): 0.100, atom 13 (C): 0.169, atom 14 (O): -0.719, atom 15 (C): 0.522, atom 16 (C): -0.088, atom 17 (H): 0.769, atom 18 (C): -2.083, atom 19 (N): 0.053, atom 20 (S): 1.745, atom 21 (O): -0.762, atom 22 (O): -0.681, atom 23 (C): 0.190, atom 24 (C): 0.690, atom 25 (C): -1.031, atom 26 (C): -0.832, atom 27 (C): 0.811, atom 28 (N): -0.721, atom 29 (S): 0.017, atom 30 (N): 0.097, atom 31 (C): 0.072, atom 32 (H): 0.532, atom 33 (H): 0.393, atom 34 (C): -1.864, atom 35 (H): 0.334, atom 36 (H): 0.335, atom 37 (H): 0.492, atom 38 (C): -0.193, atom 39 (C): -0.055, atom 40 (C): -0.704, atom 41 (C): -0.480, atom 42 (C): -0.587, atom 43 (S): 0.106, atom 44 (H): 0.472, atom 45 (H): 0.405, atom 46 (H): 0.443, atom 47 (H): 0.215, atom 48 (H): 0.601, atom 49 (H): 0.526, atom 50 (H): 0.522, atom 51 (H): 0.254, atom 52 (H): 0.483, atom 53 (H): 0.354, atom 54 (H): 0.255